Entry 1:
Density functional theory data (ωB97M-V/def2-TZVPD) for C22H39AlBBr2Cl7F4KNO11P as an isolated structure at a distorted geometry.

Last column: Mulliken charge in e.
Atoms and positions in Å:
C  -4.510  -2.595  1.907  -1.3602
C  -3.324  -2.837  0.990  0.0771
F  -2.256  -3.129  1.853  -0.2299
C  -2.808  -1.631  0.180  -0.4136
C  -1.428  -2.100  -0.367  -1.9749
C  -1.118  -1.302  -1.678  0.3254
P  0.487  -0.377  -1.451  0.1176
O  1.465  -1.237  -0.472  -0.2767
O  1.284  -0.414  -2.897  -0.5389
C  -2.355  -0.402  -1.738  -0.4956
C  -2.639  0.534  -2.908  -0.8845
C  -1.499  1.537  -3.202  -0.9506
C  -1.286  2.529  -2.059  0.3188
Cl  0.077  3.636  -2.482  -0.2037
N  -3.482  -1.201  -1.086  1.0166
B  -3.918  -2.393  -2.024  0.6682
O  -3.385  -2.497  -3.276  -0.5633
O  -4.762  -3.365  -1.586  -0.5788
C  -4.772  -0.454  -0.858  -0.9791
Br  -5.831  -0.438  -2.516  0.0929
C  -4.630  0.984  -0.306  0.3614
C  -5.834  1.893  -0.608  -1.6871
Br  -4.457  0.984  1.648  -0.0028
H  -4.561  -3.477  2.548  0.4473
H  -4.341  -1.749  2.565  0.3097
H  -5.461  -2.561  1.373  0.2977
H  -3.492  -3.742  0.409  0.4125
H  -2.523  -0.836  0.865  0.4294
H  -1.436  -3.158  -0.652  0.2746
H  -0.638  -2.057  0.378  1.0539
H  -1.048  -1.918  -2.583  0.6460
H  1.734  -2.071  -0.899  0.2844
H  0.659  -0.739  -3.563  0.3680
H  -2.121  0.304  -0.927  0.4188
H  -3.520  1.151  -2.736  0.2064
H  -2.814  -0.015  -3.836  0.3807
H  -1.859  2.131  -4.045  0.5969
H  -0.579  1.065  -3.530  0.3215
H  -2.180  3.137  -1.943  -0.1011
H  -0.965  2.065  -1.132  0.2744
H  -2.796  -3.267  -3.312  0.3404
H  -5.621  -3.052  -1.276  0.3055
H  -5.393  -1.006  -0.160  0.6837
H  -3.757  1.511  -0.675  -0.0217
H  -5.768  2.710  0.109  0.5315
H  -5.767  2.350  -1.592  0.4019
H  -6.784  1.403  -0.411  0.4227
Cl  -3.179  5.488  -2.496  -0.2299
C  -1.994  6.633  -3.211  -0.1356
C  -2.341  8.059  -3.036  -0.7679
Cl  -3.848  8.586  -3.991  -0.0995
H  -1.901  6.377  -4.279  0.1307
H  -1.034  6.489  -2.695  0.3203
H  -1.514  8.672  -3.377  0.5248
H  -2.528  8.295  -2.001  0.6074
F  -0.209  7.936  -2.006  -0.7978
C  2.423  -0.631  2.335  0.2002
C  3.199  0.645  2.174  0.3222
O  3.727  0.837  3.485  -0.3217
C  3.865  -0.386  4.043  0.6400
O  4.523  -0.622  5.007  -0.5458
O  3.172  -1.330  3.342  -0.3117
F  2.382  1.650  1.846  -0.2410
H  1.411  -0.444  2.698  0.1575
H  2.377  -1.198  1.413  -0.0740
H  4.019  0.592  1.453  0.2521
C  -1.046  -4.364  4.599  0.5093
Cl  -1.429  -2.726  5.132  -0.1375
Cl  0.640  -4.752  4.937  -0.1207
Cl  -2.126  -5.536  5.355  -0.1337
H  -1.195  -4.412  3.530  -0.1387
Cl  -3.950  10.415  -2.349  -0.1241
C  8.303  -3.535  4.376  -1.4498
C  7.974  -2.647  3.204  0.5100
C  6.500  -2.476  2.937  -0.2619
O  6.471  -2.268  1.509  -0.2280
C  7.548  -2.857  0.997  0.6857
O  7.725  -3.036  -0.182  -0.8072
O  8.418  -3.231  1.946  -0.3427
H  8.065  -4.576  4.151  0.3674
H  9.367  -3.492  4.603  0.3641
H  7.750  -3.223  5.262  0.3889
H  8.467  -1.679  3.314  0.2816
H  6.076  -1.626  3.463  0.0612
H  5.911  -3.366  3.167  0.3302
K  9.677  -2.293  -1.330  1.0077
F  2.495  3.905  1.903  -0.6343
Al  0.318  5.435  -4.584  0.7171
O  9.158  1.136  -3.361  -0.8037
H  8.345  1.652  -3.324  0.2052

The frontier orbital gap is 1.034 eV. Its charge is +1. As for the spin multiplicity: 1.



Entry 2:
Density functional theory data (ωB97M-V/def2-TZVPD) for the molecule C5H8O2 at a distorted geometry.

Last column: Mulliken charge in e.
Atoms and positions in Å:
O  -1.625  1.123  0.310  -0.5385
C  -1.537  -0.213  -0.149  -0.7419
C  -0.072  -0.613  -0.210  0.3311
C  0.789  -0.371  1.072  -0.7791
C  1.813  0.289  0.186  0.4757
O  2.986  0.473  0.363  -0.5743
C  0.872  0.335  -1.011  -0.7735
H  -2.555  1.381  0.320  0.3137
H  -2.078  -0.900  0.522  0.3562
H  -1.978  -0.316  -1.155  0.3552
H  -0.002  -1.644  -0.565  0.4037
H  0.318  0.287  1.808  0.2735
H  1.364  -1.157  1.599  0.2993
H  0.431  1.332  -1.121  0.2583
H  1.274  -0.006  -1.968  0.3405

As for the structure (SMILES): O=C1CC(CO)C1. The frontier orbital gap is 9.974 eV. The energy above the lowest of the compared OMol25 structures with the same formula, charge and spin comes out at 29.2 kcal/mol. As for the spin multiplicity: 1.



Entry 3:
Density functional theory data (ωB97M-V/def2-TZVPD) for C10H19N3O10PPdS2 as an isolated structure at a distorted geometry.

Last column: Mulliken charge in e.
Atoms and positions in Å:
Pd  -0.380  -0.447  -0.051  1.1596
O  -0.695  -4.193  1.482  -0.5289
S  -0.367  -2.926  0.972  1.3781
O  -0.653  -1.769  1.900  -0.4827
O  -0.982  -2.461  -0.289  -0.4934
C  1.447  -2.737  0.827  0.5433
C  2.145  -2.879  2.009  -0.8400
C  3.556  -2.663  2.024  -0.6472
C  4.248  -2.305  0.871  -0.6632
C  3.565  -2.182  -0.322  -0.4839
C  2.160  -2.413  -0.328  0.6486
S  1.350  -2.464  -2.014  1.1891
O  2.409  -2.307  -2.948  -0.6172
O  0.623  -3.682  -1.942  -0.5103
O  0.562  -1.184  -1.924  -0.4293
H  1.619  -3.191  2.904  0.5596
H  4.096  -2.787  2.956  0.4774
H  5.319  -2.156  0.887  0.4796
H  4.084  -1.969  -1.248  0.6108
N  -3.514  2.350  -1.646  -0.2476
C  -2.364  1.612  -2.257  -0.8246
P  -0.815  2.399  -1.512  1.1924
O  -1.359  3.338  -0.508  -0.8470
O  0.234  1.350  -1.092  -0.9357
C  0.104  3.248  -2.905  -0.8660
N  1.537  2.807  -2.918  -0.1892
H  -3.069  2.978  -0.919  0.3985
H  -4.179  1.735  -1.178  0.3295
H  -4.025  2.932  -2.310  0.3516
H  -2.411  1.669  -3.342  0.5740
H  -2.399  0.567  -1.969  0.2464
H  0.043  4.326  -2.766  0.4187
H  -0.351  2.996  -3.861  0.4294
H  1.579  1.868  -2.492  0.1768
H  2.125  3.416  -2.344  0.3972
H  1.940  2.792  -3.857  0.3866
N  -1.565  -0.144  4.190  -0.1419
C  -2.171  0.876  3.275  -0.9487
C  -1.498  0.800  1.900  0.9927
O  -2.204  0.633  0.870  -0.5952
O  -0.245  0.794  1.821  -0.5176
H  -0.704  0.207  4.613  0.3779
H  -1.316  -0.986  3.646  0.2661
H  -2.212  -0.402  4.939  0.4223
H  -2.033  1.871  3.697  0.3925
H  -3.233  0.680  3.159  0.4111

The frontier orbital gap (spin up / spin down) is 9.737 / 5.409 eV. Its expectation value of S² is 6.032. Its charge is +3. The energy above the lowest of the compared OMol25 structures with the same formula, charge and spin comes out at 43.7 kcal/mol. As for the spin multiplicity: 5.



Entry 4:
Density functional theory data (ωB97M-V/def2-TZVPD) for a 2-piece molecular cluster, ClFH2NP overall at a distorted geometry.

Last column: Mulliken charge in e.
Atoms and positions in Å:
N  1.697  0.271  -0.145  -0.4590
F  -1.646  -1.828  -0.621  -0.2058
P  -1.311  -0.784  0.547  0.4011
Cl  -2.335  0.757  -0.330  -0.1708
H  1.519  1.200  -0.204  0.2146
H  2.075  0.385  0.752  0.2198

The frontier orbital gap (spin up / spin down) is 10.238 / 7.543 eV. The energy above the lowest of the compared OMol25 structures with the same formula, charge and spin comes out at 89.5 kcal/mol. As for the spin multiplicity: 1.



Entry 5:
Density functional theory data (ωB97M-V/def2-TZVPD) for a 2-piece molecular cluster, C6H12O overall.

Last column: Mulliken charge in e.
Atoms and positions in Å:
C  -2.520  0.717  -1.209  -0.5312
O  -2.286  0.279  0.137  -0.1420
C  -1.716  1.158  0.913  -0.4138
C  0.904  -0.101  0.175  0.4509
C  0.351  -1.431  -0.275  -1.3543
C  2.327  0.289  -0.089  -0.6785
C  1.880  -0.028  1.312  -0.7291
H  -1.747  0.279  -1.846  0.2070
H  -2.466  1.806  -1.239  0.3614
H  -3.500  0.348  -1.511  0.2641
H  0.207  0.734  0.121  0.4066
H  -1.560  0.579  1.856  0.2015
H  0.004  -1.396  -1.314  0.2576
H  -0.496  -1.745  0.345  0.2705
H  1.119  -2.209  -0.212  0.4298
H  2.531  1.326  -0.339  0.2672
H  2.969  -0.426  -0.595  0.2354
H  1.786  0.788  2.022  0.2549
H  2.215  -0.965  1.749  0.2420

The frontier orbital gap is 9.526 eV. The energy above the lowest of the compared OMol25 structures with the same formula, charge and spin comes out at 103.3 kcal/mol. As for the spin multiplicity: 1.



Entry 6:
Density functional theory data (ωB97M-V/def2-TZVPD) for an isolated ion of composition C5H13N2O3 and charge +1 at a distorted geometry.

Last column: Mulliken charge in e.
Atoms and positions in Å:
C  1.332  0.768  0.775  -0.6493
C  -0.094  1.383  0.907  -0.7348
C  -0.025  -0.458  -0.621  0.3499
C  1.974  -1.607  0.540  -1.0059
C  -2.363  0.568  -0.027  -0.9586
N  0.926  -0.600  0.401  0.0432
N  -0.928  0.801  -0.251  -0.0067
O  0.349  -0.057  -1.873  -0.5179
O  -1.330  -1.951  -1.793  -0.3132
O  -0.794  -1.639  -0.503  -0.2475
H  1.746  1.219  -0.024  0.3474
H  1.845  0.712  1.693  0.4445
H  -0.567  1.419  1.857  0.4100
H  -0.042  2.438  0.723  0.4455
H  1.467  -2.602  0.371  0.3528
H  2.926  -1.570  0.017  0.3303
H  2.223  -1.607  1.625  0.3513
H  -2.465  -0.348  0.487  0.3910
H  -2.829  1.448  0.507  0.3570
H  -2.943  0.385  -0.859  0.4123
H  -0.651  1.386  -1.007  0.4540
H  0.949  -0.723  -2.310  0.4197
H  -1.389  -2.853  -1.726  0.3250

As for the structure (SMILES): CN1CC[N@H+](C)[C@]1(O)OO. The frontier orbital gap is 10.904 eV. Its charge is +1. The energy above the lowest of the compared OMol25 structures with the same formula, charge and spin comes out at 126.5 kcal/mol. As for the spin multiplicity: 1.



Entry 7:
Density functional theory data (ωB97M-V/def2-TZVPD) for a 2-piece molecular cluster, C9H24NO2Si overall at a distorted geometry.

Last column: Mulliken charge in e.
Atoms and positions in Å:
C  3.580  1.390  0.026  -1.0878
Si  2.321  1.423  -1.358  0.1989
C  2.524  2.973  -2.358  -1.0528
C  2.469  -0.123  -2.390  -1.1090
C  0.517  1.530  -0.653  -0.1714
N  -0.195  0.256  -0.262  -0.0138
C  -1.651  0.506  -0.616  -0.1906
C  -1.629  1.940  -1.102  -0.6316
O  -0.310  2.011  -1.680  -0.3925
H  4.451  1.933  -0.338  0.3362
H  3.263  1.887  0.940  0.3729
H  3.890  0.371  0.246  0.3303
H  3.567  3.146  -2.601  0.3739
H  2.148  3.814  -1.773  0.3379
H  1.914  2.940  -3.257  0.3187
H  2.451  -1.014  -1.760  0.3329
H  3.407  -0.125  -2.936  0.3719
H  1.639  -0.187  -3.093  0.3423
H  0.505  2.221  0.193  0.4045
H  0.128  -0.554  -0.785  0.3247
H  -0.112  0.032  0.734  0.3668
H  -2.343  0.281  0.183  0.2068
H  -1.839  -0.117  -1.485  0.2947
H  -1.627  2.659  -0.282  0.3430
H  -2.392  2.173  -1.831  0.3570
C  -3.301  -2.833  3.078  -1.4662
C  -2.349  -2.130  2.130  0.6222
C  -1.384  -3.115  1.483  -1.0954
O  -1.616  -1.077  2.772  -0.5393
H  -2.744  -3.317  3.884  0.3748
H  -3.988  -2.119  3.531  0.3609
H  -3.883  -3.594  2.558  0.3769
H  -2.927  -1.624  1.352  0.1404
H  -0.769  -3.600  2.244  0.3656
H  -0.706  -2.605  0.792  0.1662
H  -1.916  -3.889  0.931  0.3744
H  -1.094  -1.466  3.482  0.3555

The frontier orbital gap is 10.850 eV. Its charge is +1. As for the spin multiplicity: 1.



Entry 8:
Density functional theory data (ωB97M-V/def2-TZVPD) for a 2-piece molecular cluster, C3H9N3O2 overall at a distorted geometry.

Last column: Mulliken charge in e.
Atoms and positions in Å:
N  0.949  -0.705  0.958  -0.1251
C  -0.091  -0.383  1.784  0.0627
C  -0.879  -1.236  2.441  -0.9230
O  1.886  0.280  0.662  -0.4211
H  1.995  0.199  -0.314  0.3710
H  1.347  -1.633  1.107  0.2024
H  -0.243  0.690  1.879  0.3576
H  -1.667  -0.871  3.091  0.2491
H  -0.755  -2.310  2.350  0.2324
C  0.141  0.671  -1.944  0.6670
N  -0.183  1.831  -1.337  -0.4504
N  -0.922  -0.058  -2.337  -0.4609
O  1.300  0.330  -2.132  -0.7238
H  -0.699  -0.976  -2.696  0.2443
H  -1.782  0.015  -1.816  0.2148
H  0.612  2.314  -0.936  0.2737
H  -1.009  1.842  -0.759  0.2293

As for the structure (SMILES): NC(N)=O.C=CNO. The frontier orbital gap is 8.738 eV. The energy above the lowest of the compared OMol25 structures with the same formula, charge and spin comes out at 71.2 kcal/mol. As for the spin multiplicity: 1.



Entry 9:
Density functional theory data (ωB97M-V/def2-TZVPD) for the molecule C4H11N3 at a distorted geometry.

Last column: Mulliken charge in e.
Atoms and positions in Å:
C  -1.428  -0.370  0.885  -0.4426
C  -0.899  -0.972  -0.414  -0.5011
C  -0.040  -0.004  -1.267  -0.8175
N  2.522  -0.189  0.013  -0.3838
C  1.622  0.838  0.171  0.0308
N  0.589  1.072  -0.526  -0.4790
N  -2.022  0.944  0.732  -0.7099
H  -2.136  -1.014  1.410  0.4496
H  -0.551  -0.417  1.556  0.2127
H  -1.607  -1.523  -1.035  0.3898
H  -0.199  -1.775  -0.154  0.2452
H  0.663  -0.636  -1.822  0.3711
H  -0.655  0.502  -2.007  0.3501
H  2.345  -0.938  -0.629  0.1747
H  3.489  0.009  0.196  0.2227
H  1.961  1.589  0.874  0.3512
H  -2.321  1.285  1.636  0.2381
H  -1.333  1.599  0.380  0.2978

As for the structure (SMILES): N/C=N\CCCN. The frontier orbital gap is 9.596 eV. The energy above the lowest of the compared OMol25 structures with the same formula, charge and spin comes out at 37.4 kcal/mol. As for the spin multiplicity: 1.



Entry 10:
Density functional theory data (ωB97M-V/def2-TZVPD) for the molecule C8H14 at a distorted geometry.

Last column: Mulliken charge in e.
Atoms and positions in Å:
C  -1.748  -0.345  -0.921  -0.2744
C  -1.369  0.899  -0.818  -0.7335
C  -0.852  -1.272  -0.133  -1.2618
C  -0.033  1.067  -0.093  0.5337
C  0.419  -0.381  -0.051  1.6082
C  -0.387  1.771  1.229  -1.5150
C  1.240  -0.729  1.180  -1.7810
C  1.221  -0.622  -1.300  -1.7309
H  -2.560  -0.770  -1.627  0.2721
H  -1.959  1.678  -1.326  0.3499
H  -1.278  -1.582  0.742  0.4539
H  -0.578  -2.280  -0.559  0.3805
H  0.761  1.648  -0.745  0.2626
H  -1.058  1.081  1.720  0.3717
H  -0.933  2.680  1.135  0.4409
H  0.653  1.863  1.738  0.2829
H  2.375  -0.504  0.934  0.2926
H  1.154  -1.776  1.439  0.4148
H  0.867  -0.266  2.144  0.4140
H  1.908  0.193  -1.340  0.5372
H  0.475  -0.702  -2.221  0.2846
H  1.680  -1.649  -1.127  0.3971

As for the structure (SMILES): C[C@@H]1C=CCC1(C)C. The frontier orbital gap is 10.151 eV. The energy above the lowest of the compared OMol25 structures with the same formula, charge and spin comes out at 40.9 kcal/mol. As for the spin multiplicity: 1.



Number 1: total energy -11720.9347 a.u.. Number 2: total energy -345.7584 a.u.. Number 3: total energy -2573.5984 a.u.. Number 4: total energy -957.2936 a.u.. Number 5: total energy -310.8946 a.u.. Number 6: total energy -533.1535 a.u.. Number 7: total energy -851.8224 a.u.. Number 8: total energy -434.4127 a.u.. Number 9: total energy -323.2469 a.u.. Number 10: total energy -313.1522 a.u..